{"formula": "C3H10N2O", "method": "ωB97M-V/def2-TZVPD", "symbols": ["C", "N", "C", "H", "H", "H", "H", "H", "C", "O", "H", "H", "N", "H", "H", "H"], "coordinates": [[-2.921835, 0.900304, -0.477681], [-3.999285, 0.791570, -1.137973], [-3.917528, -0.277634, -2.136788], [-1.923244, 0.563417, -0.788449], [-3.022853, 1.364655, 0.496023], [-3.881765, -1.290715, -1.738657], [-3.034570, -0.096351, -2.752335], [-4.854551, -0.413258, -2.695423], [2.837868, 2.275396, 4.330713], [1.868600, 1.726963, 4.779486], [3.746669, 1.665267, 4.178599], [2.997566, 3.373323, 4.449528], [4.738537, -4.295989, -4.168170], [5.164069, -3.453257, -4.583298], [4.134171, -4.711754, -4.842467], [4.715038, -3.715550, -3.334954]], "forces_ev_per_a": [[-0.69, 0.70, 0.24], [0.31, -1.84, 0.81], [-0.59, 0.16, -1.00], [-0.28, -0.48, 0.03], [0.45, 0.68, -0.05], [0.63, 0.16, 0.84], [-0.20, -0.34, -0.48], [0.37, 0.96, -0.38], [0.81, -0.20, 2.24], [-0.48, 0.24, -0.66], [0.01, 0.16, -0.85], [-0.35, -0.20, -0.74], [3.47, 2.46, -0.13], [0.27, -1.06, -1.56], [-1.38, 0.26, 0.78], [-2.37, -1.65, 0.91]], "nbo_charge": [-0.056, -0.385, -0.464, 0.141, 0.173, 0.201, 0.187, 0.203, 0.264, -0.484, 0.109, 0.112, -1.146, 0.349, 0.400, 0.397], "smiles": "C=NC.C=O.N", "lumo_energy_ev": 0.65, "de_lowest_kcal_mol": 96.7, "spin_multiplicity": 1, "homo_ev": -9.65, "e_tot_ha": -304.92055}